[1]
Formula: C30H26Cl2N5O10S4Ti
Source: OMol25
Level of theory: ωB97M-V/def2-TZVPD

Output
* relative energy (zero: lowest compared OMol25 entry of this formula, charge and spin): 3.098 eV
* multiplicity: 1
* electronic energy: -5547.7115 a.u.
* max |F|: 3.54 eV Å⁻¹
* orbital gap: 5.347 eV
* charge: -1

Element x y z (Å)
H -1.8519 -6.5830 -0.7572
N -0.9119 -0.8354 -1.8367
H -1.2455 -4.3529 -1.5163
O 0.2879 -1.4260 0.3076
N 1.8235 -1.5984 3.4142
C -3.1254 2.9996 0.6512
C 1.0341 -2.2163 7.4720
N 2.5126 -0.5974 2.9635
C 4.3562 2.8206 1.5378
C -0.9219 3.9468 0.4629
C 3.4876 -3.3911 -2.4745
O -1.6550 0.4825 0.9356
C -1.1486 1.4584 0.3727
H -3.5547 2.4034 -3.2317
O -3.5519 6.5557 0.9304
C -3.7626 0.4403 -4.2096
C -4.9252 6.1518 1.0751
H 4.7844 3.9037 -0.3915
H -0.0318 -1.9822 7.5243
C 4.2861 3.0298 0.1120
O -0.3575 -3.0309 2.7776
H -3.4591 0.0399 -5.1435
H 0.6963 -0.9435 -4.8115
C 1.2376 -1.2728 4.7151
C 3.5044 2.1574 -0.6348
S 0.5262 0.1806 5.1615
C -1.7148 2.8244 0.4957
H -4.8475 0.5624 -4.3492
H 4.4180 -2.9332 -2.0854
C -0.7702 -3.5816 0.4239
O 2.5437 -1.4701 -1.3415
H -5.2231 6.2861 2.0902
H 0.5024 -2.4967 2.6860
O 1.4372 0.5754 -2.8314
C 2.0179 0.5415 -4.0304
C -1.5536 -5.8908 -0.0265
S -3.2775 -0.8485 -3.0928
H -0.7202 6.1267 0.8130
S 1.4019 -2.6894 5.7631
C 3.9885 1.5828 2.0403
C -1.2296 -4.5677 -0.4347
H 1.5348 -1.2999 7.8199
Cl 3.3738 -4.8121 -1.5251
H -1.0893 -5.4873 3.2791
N -1.1350 -2.0649 -1.3832
O -0.0642 1.3483 -0.3904
H -3.8518 2.1738 0.7344
N 2.9041 1.1094 -0.0625
Ti 0.9839 -0.0813 -1.2256
H 3.3536 2.2147 -1.6919
C -3.0387 1.7086 -3.8947
O -4.9136 4.7107 0.7623
C -1.7502 -0.2099 -2.6786
H 0.1568 3.7422 0.2156
H 4.7524 3.6304 2.1593
C -1.3953 5.2575 0.6780
H 0.1305 0.6645 -5.0615
H -1.9557 -7.1004 1.7659
C 1.0271 0.0483 -5.1473
O 3.0636 1.0574 -4.2375
C -2.7802 5.4108 0.7418
H -5.5166 6.6807 0.2998
C -0.5957 -3.9713 1.8418
C 3.2982 0.7256 1.1579
H 3.5919 -3.6516 -3.5473
O 1.2918 -2.4623 -2.8819
S -1.4402 1.3703 -3.2602
H -2.8458 2.2731 -4.8005
H 2.4972 -1.3061 0.9729
C 2.3800 -2.3894 -2.2396
H 4.2729 1.2653 3.0602
Cl 1.4762 0.1379 -6.8767
C -3.6051 4.3035 0.7726
C -0.5151 -2.2858 -0.1646
C -1.1014 -5.2339 2.2104
C 2.7680 -0.5151 1.6805
C -1.5521 -6.2052 1.3163
H 1.2817 -3.1183 8.0740


[2]
Formula: C19H33F3HgN5O9RbS
Source: OMol25
Level of theory: ωB97M-V/def2-TZVPD

Output
* multiplicity: 1
* electronic energy: -2569.0581 a.u.
* max |F|: 5.23 eV Å⁻¹
* orbital gap: 1.126 eV
* charge: +2

Element x y z (Å)
N 3.3692 -7.1803 -3.2721
C -0.6788 3.8161 5.7254
F 1.5005 0.5776 0.7105
H 4.8122 -7.1952 -4.6519
C 3.8380 -7.6629 -4.5094
H 4.9354 6.4942 -6.7066
O 6.4691 9.2846 -4.3738
H 4.0255 -8.7352 -4.4543
C 3.4614 -8.0025 -2.1875
C -2.5490 -2.8614 -3.7065
H 3.2965 -5.1325 -3.9292
N -5.5363 -1.8103 5.8741
S 0.4724 -1.6798 1.6716
O -0.3464 3.3223 6.8214
H -7.3728 -1.0708 4.9707
H -2.6776 5.4153 3.9308
O 0.6652 -3.1780 1.4897
C 2.9456 -5.7920 -3.1354
C -1.6436 -1.8432 -5.7614
C 4.6212 6.4657 -5.6737
H -6.8042 -0.0849 6.3082
C 5.1169 7.4109 -4.7342
C 3.9163 5.3527 -5.1679
H -6.8123 -3.1163 5.1807
O 3.0006 -7.7982 -1.0063
H -6.1024 -0.0806 4.6852
C -2.2412 4.4194 4.0078
C 4.9118 7.3156 -3.3644
H 3.7938 -9.0298 -2.4032
F 2.9728 -0.9646 0.8867
C 4.2130 6.1863 -2.9806
H -2.7212 -0.4699 -2.9174
H 3.8899 6.0219 -1.9633
C -4.2826 -1.3784 6.5794
N -2.1315 -1.6190 -4.4425
H -3.0766 3.7646 3.7600
H -2.8519 3.3481 7.2447
H -3.9497 3.9344 5.9088
H 3.5430 -5.4328 -2.2974
N -1.9685 4.1160 5.4405
H -4.5950 -1.2040 7.6090
O -1.9494 0.7446 -4.5131
H -2.4195 -2.2646 -6.4005
H -0.0336 4.1151 4.8849
H -3.6643 -2.2710 6.6747
H 3.6865 4.5373 -5.8378
C 1.7324 -0.7435 0.5401
N 5.7106 8.7155 -5.1647
H -1.3267 -0.8858 -6.1751
H -1.4590 4.1139 3.3129
H 1.8793 -5.8163 -2.9109
H 3.1186 -7.3968 -5.2838
H 3.2298 4.3418 -3.3526
H -3.2668 5.0580 6.9460
C 3.7608 5.1768 -3.7852
H -3.2626 -2.6538 -2.9092
H -1.7766 -3.4927 -3.2671
O 5.3777 9.1952 -6.2546
C -5.9372 -3.0784 5.8477
Hg 0.8689 -7.4716 3.2085
O -0.8134 -1.1155 1.2813
Rb 2.4397 -0.9206 7.7847
F 1.5000 -1.0040 -0.7025
O -5.5276 -4.0892 6.3569
H -3.1622 -3.5801 -4.2501
C -3.0353 4.1011 6.4783
C -2.2722 -0.3525 -3.9159
H 5.3362 8.0890 -2.7414
C -6.4779 -0.7197 5.4844
O 0.8499 -1.3518 3.0900
H -0.7058 -2.3951 -5.6969
H -3.8289 -0.5084 6.1049


[3]
Formula: CaH16O8
Source: OMol25
Level of theory: ωB97M-V/def2-TZVPD

Output
* relative energy (zero: lowest compared OMol25 entry of this formula, charge and spin): 0.836 eV
* multiplicity: 1
* electronic energy: -1288.7434 a.u.
* max |F|: 2.48 eV Å⁻¹
* orbital gap: 12.355 eV
* charge: +2

Element x y z (Å)
H 2.7133 1.4374 -0.6662
O 0.8988 -1.6306 -1.5464
H -0.1787 -0.5181 2.9116
H -1.0626 0.7602 -3.0916
H -2.5728 1.3127 -0.2351
O 1.7824 1.4723 -0.8879
O -2.1022 0.8405 0.4163
H -2.7194 0.5442 1.0526
O -1.6601 -2.0208 -0.3588
H 1.8476 2.1194 -1.5863
O -0.7534 0.8752 -2.1935
H 0.5581 -1.5982 -2.4666
H -1.4292 -1.0316 2.2928
H -0.2813 1.7921 2.4450
Ca 0.1304 0.0474 0.0501
H -2.5593 -1.7507 -0.3249
H 2.7424 -1.3956 1.5036
H 0.4954 2.6704 1.5133
O 2.4679 -0.7359 0.8948
H -1.7714 -2.8161 -0.8746
O -0.4910 -0.8784 2.1109
H 3.2558 -0.5605 0.4462
O 0.4754 1.7747 1.8796
H -0.6476 1.8224 -2.0203
H 0.8616 -2.5323 -1.2645


[4]
Formula: C3H6N2
Source: OMol25
Level of theory: ωB97M-V/def2-TZVPD

Output
* relative energy (zero: lowest compared OMol25 entry of this formula, charge and spin): 3.410 eV
* multiplicity: 1
* electronic energy: -227.2995 a.u.
* max |F|: 3.81 eV Å⁻¹
* orbital gap: 8.883 eV
* charge: 0
* SMILES: C=C/C=N/N

Element x y z (Å)
H -2.5172 1.0911 -0.0413
C -1.3373 -0.4641 0.0983
N 2.0771 0.1953 0.0708
H 2.5641 1.1110 0.1564
H -0.6297 1.5463 0.0167
H -2.2297 -1.1969 0.1205
H 2.5574 -0.4613 -0.6370
C 0.0420 -0.8977 0.1208
C -1.4787 0.8537 -0.0209
N 0.7408 0.1753 0.3043
H 0.2112 -1.9527 -0.1886